86
Properties=species:S:1:pos:R:3 method="wB97M-V/def2-TZVPD" mol_weight_g_mol=790.51 multiplicity=2 total_charge=0 gap_ev="6.6 / 6.9" total_energy_ha=-4328.970197
Cr -0.023 1.128 0.059
C 2.036 -1.789 2.320
C 1.043 -0.876 1.681
N 1.096 -0.509 0.433
N 2.058 -1.037 -0.317
C 2.022 -0.777 -1.607
N 3.067 -1.265 -2.315
S 0.780 0.005 -2.469
C -0.074 -0.332 2.422
C -0.282 -0.568 3.774
C -1.372 -0.002 4.401
C -2.265 0.759 3.659
C -2.002 0.958 2.325
N -0.931 0.444 1.706
H 2.685 -2.201 1.555
H 1.543 -2.597 2.863
H 2.644 -1.220 3.030
H 3.894 -1.554 -1.818
H 3.154 -0.982 -3.273
H 0.436 -1.153 4.329
H -1.517 -0.134 5.466
H -3.136 1.210 4.111
H -2.657 1.561 1.711
N -0.990 3.141 -0.077
C -0.102 4.104 -0.764
C 1.267 3.454 -1.019
O 2.229 4.133 -1.289
O 1.208 2.154 -0.970
H -1.947 3.234 -0.394
H -0.987 3.375 0.918
H 0.059 5.009 -0.183
H -0.513 4.381 -1.734
F 1.204 2.103 1.609
B 0.891 2.916 2.819
F 1.086 2.104 3.925
F -0.489 3.272 2.697
F 1.682 4.033 2.806
C -3.214 -0.477 -0.335
P -1.567 -0.221 -1.222
C -2.167 0.358 -2.839
C -1.743 1.607 -3.286
C -2.172 2.096 -4.512
C -3.008 1.327 -5.306
C -3.429 0.078 -4.868
C -3.026 -0.399 -3.632
C -1.221 -2.020 -1.385
C -1.007 -2.657 -2.607
C -0.754 -4.019 -2.651
C -0.686 -4.760 -1.479
C -0.882 -4.134 -0.259
C -1.162 -2.775 -0.216
P -4.257 1.062 -0.163
C -5.380 0.998 -1.621
C -6.139 -0.133 -1.931
C -7.031 -0.110 -2.988
C -7.190 1.048 -3.744
C -6.454 2.179 -3.434
C -5.552 2.153 -2.375
C -5.492 0.469 1.085
C -5.123 -0.308 2.183
C -6.065 -0.713 3.120
C -7.392 -0.338 2.987
C -7.766 0.467 1.920
C -6.826 0.876 0.987
H -2.954 -0.803 0.670
H -3.772 -1.279 -0.815
H -1.042 2.172 -2.680
H -1.840 3.070 -4.851
H -3.334 1.700 -6.270
H -4.082 -0.525 -5.488
H -3.369 -1.368 -3.291
H -1.012 -2.082 -3.520
H -0.591 -4.505 -3.605
H -0.469 -5.820 -1.520
H -0.811 -4.700 0.662
H -1.313 -2.298 0.746
H -6.050 -1.029 -1.326
H -7.614 -0.994 -3.221
H -7.893 1.066 -4.568
H -6.583 3.086 -4.012
H -4.980 3.039 -2.127
H -4.094 -0.609 2.321
H -5.757 -1.330 3.957
H -8.128 -0.667 3.709
H -8.799 0.774 1.810
H -7.136 1.512 0.168